# C6H6O

One molecule with the formula C6H6O (ωB97M-V/def2-TZVPD, the Open Molecules 2025 dataset).

Summary:
ΔE to the lowest compared entry with this formula, charge and spin = 4.026 eV
highest occupied orbital energy = -9.22 eV
orbital gap = 9.75 eV
SMILES = O=C1CC[C@@H]2C=C12

XYZ file:
```
13
Properties=species:S:1:pos:R:3:forces:R:3:mulliken_charge:R:1
O -1.121198 -0.713890 -2.404580 0.8 -0.3 1.5 -0.548
C -0.575866 -0.437316 -1.361654 -0.4 2.4 -0.3 0.346
C -0.212058 -1.231151 -0.106310 2.4 -2.0 -2.4 -0.440
C 0.337603 -0.351843 1.047247 -1.0 -0.9 -1.0 -0.712
C 0.659267 0.945198 0.352422 1.2 -1.2 1.6 -0.279
C -0.406106 1.852699 -0.025957 -0.2 3.4 0.9 -0.448
C -0.101228 0.955645 -0.882286 -0.8 -1.7 -2.8 0.199
H -0.983024 -1.966717 -0.003960 -0.4 -0.4 0.8 0.418
H 0.681215 -1.840584 -0.621053 -1.5 1.0 1.3 0.177
H -0.394770 -0.323786 1.810984 -0.8 0.3 1.0 0.302
H 1.254186 -0.719402 1.456646 0.4 -0.7 0.3 0.325
H 1.726536 1.023313 0.451972 0.5 1.3 -0.8 0.313
H -0.864556 2.807833 0.286529 -0.2 -1.2 -0.2 0.349
```
Positions in Å, forces in eV/Å.

---

# C17H27N3PdS2

C17H27N3PdS2 as an isolated structure (ωB97M-V/def2-TZVPD, the Open Molecules 2025 dataset).

Summary:
multiplicity = 3
<S²> = 2.009
highest occupied orbital energy (spin up / spin down) = -13.54 / -13.49 eV
net charge = +2
orbital gap (spin up / spin down) = 7.48 / 4.43 eV

XYZ file:
```
50
Properties=species:S:1:pos:R:3:forces:R:3:mulliken_charge:R:1
Pd 0.794882 0.020446 -0.592769 0.2 -0.1 1.3 0.512
S -0.204212 2.154201 -0.569259 -1.5 -0.2 -0.6 0.051
S -0.173937 -2.200065 -0.429355 -1.6 -0.1 -0.9 -0.021
C -2.054929 1.990571 -0.493215 -0.1 0.4 0.7 -0.739
C -0.153136 2.377939 -2.394256 -0.1 0.2 0.4 -0.724
C -0.758177 1.176750 -3.116624 0.8 -0.4 -0.2 -0.744
N 0.020094 -0.058323 -2.705144 -1.0 -0.1 -0.1 -0.002
C -0.707710 -1.342212 -3.039536 0.8 0.2 -0.2 -0.788
C -0.082556 -2.494206 -2.248420 0.0 0.0 0.4 -0.669
H 0.915144 2.521698 -2.633363 -0.6 0.2 -0.1 0.418
H -0.736293 3.300712 -2.560854 0.5 -0.3 -0.3 0.544
H -0.621639 1.308600 -4.201639 -0.3 0.1 0.3 0.379
H -1.843736 1.051146 -2.908993 0.9 -0.1 0.0 0.410
H -0.559713 -1.542911 -4.112595 -0.3 0.0 0.3 0.364
H -1.797151 -1.245658 -2.837722 0.9 0.1 -0.1 0.394
H 0.993468 -2.620863 -2.459754 -0.5 -0.1 -0.2 0.381
H -0.635073 -3.440922 -2.385389 0.5 0.4 -0.3 0.539
C -2.038901 -2.120148 -0.410981 -0.1 -0.3 0.8 -0.880
H 0.942527 -0.052846 -3.151082 -0.6 0.0 -0.3 0.326
H -2.485007 -1.125500 -0.654373 0.7 -0.8 0.2 0.103
H -2.313269 -2.410866 0.626706 -0.1 0.2 -0.8 0.493
H -2.416711 -2.898369 -1.110223 0.3 0.5 0.5 0.407
H -2.318518 2.355183 0.526594 0.0 -0.3 -0.9 0.389
H -2.473815 0.963642 -0.638499 0.7 0.9 0.1 0.058
H -2.472440 2.692271 -1.247883 0.3 -0.5 0.6 0.407
C 2.991369 0.193614 -1.740345 2.6 0.3 2.2 -0.401
C 4.011499 0.266517 -0.753367 -1.4 -0.5 -2.1 -0.773
H 2.490489 1.061839 -2.198470 0.5 0.0 0.7 0.323
H 2.756477 -0.745946 -2.233823 0.6 -0.1 -0.1 0.274
H 4.228446 1.149533 -0.140944 -0.3 0.1 -0.7 0.323
H 4.727418 -0.569999 -0.468144 -1.4 0.7 -0.8 0.404
N -1.105308 0.192249 1.930353 -1.0 -1.1 -2.4 -0.137
C -0.369782 0.360615 3.089966 0.2 -0.1 1.1 0.517
C -0.981434 0.554983 4.322707 0.2 -0.1 -1.8 -0.424
C -0.209321 0.701148 5.458778 1.4 0.1 0.3 -0.715
C 1.174627 0.630378 5.379576 0.0 0.1 0.0 -0.872
C 1.841742 0.406829 4.137362 -0.4 -0.3 0.0 0.733
C 3.248277 0.310030 3.952290 0.7 0.4 -0.3 -0.569
C 3.760676 0.013744 2.692484 -0.2 -0.5 0.7 -0.872
C 2.834409 -0.343953 1.705148 0.1 0.7 -0.7 -0.468
N 1.574821 -0.006333 1.758462 -0.6 -1.3 -0.7 0.355
C 1.043399 0.267005 2.973901 -0.7 0.6 0.5 -0.352
H -1.134203 -0.776236 1.480849 -0.1 2.2 1.3 -0.132
H -1.974943 0.719669 1.871522 0.2 -0.8 0.3 0.236
H -2.063633 0.583003 4.310961 0.0 0.0 0.4 0.421
H -0.695566 0.851177 6.398807 -0.1 0.1 0.5 0.437
H 1.785356 0.771510 6.268839 -0.2 -0.1 -0.1 0.415
H 3.918567 0.497300 4.801624 -0.3 0.0 -0.4 0.436
H 4.806999 0.047405 2.378794 -0.2 -0.4 0.8 0.394
H 3.069226 -0.818653 0.746898 0.6 0.3 0.8 0.839
```
Positions in Å, forces in eV/Å.

---

# CH4BFO2

One molecule with the formula CH4BFO2 (ωB97M-V/def2-TZVPD, the Open Molecules 2025 dataset).

Summary:
ΔE to the lowest compared entry with this formula, charge and spin = 0.000 eV
highest occupied orbital energy = -10.06 eV
orbital gap = 10.25 eV
SMILES = OB(O)CF

XYZ file:
```
9
Properties=species:S:1:pos:R:3:forces:R:3:mulliken_charge:R:1
O -0.825269 -0.769709 0.814612 -2.2 -3.2 2.2 -0.550
B -0.194509 0.220293 0.252178 3.5 -1.3 -1.9 0.539
O -0.553856 1.448445 0.046461 -2.1 4.2 0.1 -0.477
C 1.386421 -0.016996 -0.461649 -2.7 0.9 3.0 -0.252
F 2.269159 -0.089839 0.645260 0.3 0.6 0.0 -0.304
H -1.645643 -0.968875 1.348484 1.6 1.2 -1.2 0.330
H -1.368381 1.864631 0.420598 1.0 -0.9 -0.4 0.302
H 1.564907 -0.927314 -0.921216 0.0 -1.5 -1.6 0.242
H 1.542567 0.873743 -1.043818 0.7 0.2 -0.3 0.169
```
Positions in Å, forces in eV/Å.

---

# C5H7IN

C5H7IN as an isolated structure (ωB97M-V/def2-TZVPD, the Open Molecules 2025 dataset).

Summary:
ΔE to the lowest compared entry with this formula, charge and spin = 5.296 eV
highest occupied orbital energy (spin up / spin down) = -13.83 / -13.83 eV
net charge = +1
orbital gap (spin up / spin down) = 7.53 / 7.52 eV

XYZ file:
```
14
Properties=species:S:1:pos:R:3:forces:R:3:mulliken_charge:R:1
C 0.297075 -1.959384 0.290299 -2.4 -1.6 -0.3 -0.563
C 1.014270 -1.324181 1.281826 0.5 1.1 -0.7 0.587
C 2.312062 -0.652871 1.262878 -2.0 -0.3 0.0 -0.643
C 1.044095 0.003197 0.745609 -0.5 3.0 0.6 -0.236
C 0.401681 -0.766301 -0.433623 0.8 -1.1 0.2 0.119
N -1.817553 1.113918 -1.372541 4.3 2.6 -1.7 -0.692
I 0.922391 -0.497793 -2.407322 0.1 -0.3 0.4 0.328
H 0.010004 -3.028717 0.240702 0.4 1.0 -0.8 0.397
H 2.560465 -0.325240 2.185107 1.0 1.5 2.8 0.303
H 3.078996 -0.979984 0.703990 2.5 -1.4 -2.1 0.304
H 0.846574 1.078016 1.067133 -0.3 -1.9 -0.3 0.374
H -1.674064 0.700236 -2.300207 -1.4 -0.3 0.6 0.235
H -1.560716 2.125166 -1.643782 0.2 -1.7 0.8 0.262
H -2.689608 1.323328 -1.033607 -3.2 -0.6 0.4 0.226
```
Positions in Å, forces in eV/Å.

---

# C2H6NP

One molecule with the formula C2H6NP (ωB97M-V/def2-TZVPD, the Open Molecules 2025 dataset).

Summary:
ΔE to the lowest compared entry with this formula, charge and spin = 0.286 eV
highest occupied orbital energy = -8.68 eV
orbital gap = 9.98 eV
SMILES = CP1CN1

XYZ file:
```
10
Properties=species:S:1:pos:R:3:forces:R:3:mulliken_charge:R:1
C 1.583154 -0.236508 -0.119931 -2.0 -1.6 1.5 -0.900
P -0.143937 -1.156907 0.183257 0.2 1.7 0.8 0.120
C -1.115869 0.459850 0.450725 0.4 0.2 2.7 -0.334
N -1.201977 -0.111849 -0.803660 1.2 0.0 -1.5 -0.449
H 1.295549 0.072239 -1.101811 0.8 0.9 -0.7 0.298
H 2.394223 -0.960687 -0.016045 -0.1 0.2 -0.5 0.336
H 1.639932 0.494087 0.706779 0.1 0.0 -0.9 0.226
H -0.481843 1.325665 0.532755 0.5 0.3 -0.3 0.172
H -1.898106 0.613441 1.225530 0.0 -0.9 -0.9 0.282
H -2.071130 -0.499327 -1.057599 -1.0 -0.7 -0.3 0.249
```
Positions in Å, forces in eV/Å.

---

# C6H30O10

A 10-piece molecular cluster, C6H30O10 overall (ωB97M-V/def2-TZVPD, the Open Molecules 2025 dataset).

Summary:
ΔE to the lowest compared entry with this formula, charge and spin = 4.148 eV
highest occupied orbital energy = -9.56 eV
orbital gap = 9.77 eV
SMILES = C/C=C/CCCO.O.O.O.O.O.O.O.O.O

XYZ file:
```
46
Properties=species:S:1:pos:R:3:forces:R:3:mulliken_charge:R:1
C -3.359464 -0.452032 -2.253803 1.1 1.4 1.9 -1.144
C -2.924850 -1.317729 -1.047895 -1.0 2.3 -0.3 -0.044
C -1.625477 -1.505719 -0.876314 0.6 -1.3 0.3 0.287
C -0.984640 -2.383731 0.146601 -0.5 -0.9 1.1 0.172
C 0.168711 -3.278410 -0.330032 0.4 2.0 0.8 -0.338
C 0.967812 -3.490863 1.023806 -0.7 -0.8 -0.6 -0.489
O 2.052635 -2.659388 0.944632 2.9 -0.9 -2.2 -0.540
H -2.962088 -1.021978 -3.018152 0.0 -1.0 -2.4 0.412
H -4.422034 -0.223651 -2.334821 0.2 -0.2 -0.1 0.314
H -2.735170 0.502132 -2.314830 -1.0 -1.0 0.4 0.165
H -3.757477 -1.523873 -0.342681 1.1 -0.5 -0.3 0.347
H -0.847910 -1.200204 -1.616337 -1.0 0.3 0.2 -0.150
H -0.667900 -1.910914 1.093748 0.0 0.3 -1.1 -0.603
H -1.630064 -3.160063 0.613453 -0.6 0.7 -0.5 0.259
H -0.328478 -4.146548 -0.770954 0.8 -0.1 -0.2 0.346
H 0.884450 -2.679565 -1.042744 -1.3 -1.5 1.1 0.196
H 0.421660 -3.046334 1.963645 0.3 -2.3 -1.5 0.360
H 1.396835 -4.546365 0.964269 -0.9 1.1 1.1 0.250
H 2.046011 -1.906778 1.460587 -0.5 2.1 2.1 0.312
O 3.332223 1.920638 0.898083 0.3 -0.8 0.6 -0.663
H 3.177320 1.751509 1.848138 -0.2 0.2 -0.3 0.329
H 3.636991 1.034920 0.627168 0.0 0.5 -0.4 0.299
O -3.188034 2.800081 -0.043150 2.0 -1.2 -1.8 -0.745
H -3.732186 2.497275 -0.801092 0.1 0.3 0.9 0.296
H -2.242509 2.659029 -0.503466 -2.2 1.1 1.2 0.424
O -1.030603 3.120385 -1.515843 1.1 -1.7 0.4 -0.644
H -0.937578 3.910163 -2.001392 -0.5 1.6 -0.9 0.238
H -0.058579 2.937909 -1.357659 -0.7 0.0 0.5 0.430
O -0.502446 -0.356934 2.646431 -0.6 0.6 2.5 -0.600
H -1.418599 -0.074794 2.881494 0.8 0.6 0.6 0.387
H -0.747700 -0.590918 1.794954 0.0 -0.7 -3.0 0.109
O -2.634854 1.296943 2.490589 -0.3 1.0 1.8 -0.652
H -2.745483 2.112846 3.036384 0.1 -1.2 -0.3 0.308
H -2.675822 1.690961 1.630561 -0.3 0.3 -1.6 0.362
O 1.437108 0.350018 -3.851352 -0.5 1.2 5.9 -0.626
H 0.878832 -0.165205 -3.192328 1.0 0.9 -1.7 0.336
H 1.379068 -0.030528 -4.654253 -0.5 -2.2 -4.1 0.264
O 1.448850 3.118188 -0.769695 1.1 0.7 3.0 -0.708
H 1.945075 2.262290 -0.824203 -0.2 1.3 0.7 0.374
H 1.638653 3.528926 0.210889 -0.5 -2.0 -3.8 0.324
O 2.058272 0.572122 2.994644 -0.2 0.4 -4.0 -0.681
H 1.775772 0.510803 3.857729 -0.9 -0.3 3.1 0.268
H 1.194179 0.602098 2.481503 1.2 -0.2 1.0 0.410
O 3.534302 -0.590807 -0.972896 -1.3 0.1 -3.7 -0.661
H 3.037229 -0.747248 -1.905484 1.8 0.6 3.4 0.302
H 2.985308 -1.024967 -0.329856 -0.5 -0.8 0.3 0.407
```
Positions in Å, forces in eV/Å.